A 2-piece molecular cluster, C6H8N2O2 overall. Source: OMol25; level of theory: wB97M-V/def2-TZVPD.

ORCA input file:
```
! RIJCOSX wB97M-V def2-TZVPD def2/J DEFGRID3
* xyz 0 1
C -1.985 0.964 -1.026
C -1.022 0.131 -1.524
C -0.347 2.147 -1.655
C 1.202 0.622 -2.523
C 1.671 -1.015 1.145
C -0.019 -1.375 2.893
N -1.513 2.239 -1.156
N 0.030 0.871 -1.993
O 1.267 0.004 0.658
O 1.210 -1.684 2.106
H -2.928 0.765 -0.553
H -0.984 -0.953 -1.553
H 0.192 3.154 -1.921
H 1.324 -0.381 -2.847
H 2.692 -1.439 0.901
H 0.161 -0.527 3.484
H -0.249 -2.236 3.504
H -0.704 -1.288 2.060
*
```

Relative energy (zero: lowest compared OMol25 entry of this formula, charge and spin): 4.983 eV
E: -493.26377 hartree
LUMO energy: -0.1 eV
Highest occupied orbital energy: -8.671 eV

Here are the Löwdin charges for atoms 1 to 2, given in e: C -0.11; C -0.10

***

A 2-piece molecular cluster, C6H8N2O2 overall. Source: OMol25; level of theory: wB97M-V/def2-TZVPD.

ORCA input file:
```
! RIJCOSX wB97M-V def2-TZVPD def2/J DEFGRID3
* xyz 0 1
C 0.891 -0.628 -3.935
C 0.015 -0.196 -2.952
C -0.361 -0.004 0.254
C 0.768 -0.412 0.973
C 0.888 -0.291 2.300
C -1.180 0.797 2.412
H 1.246 -1.659 -3.919
H 1.556 0.013 -4.612
H -0.308 -0.774 -2.251
H -0.347 0.801 -2.916
H -2.053 1.078 0.846
H 1.402 -1.250 0.544
H 1.739 -0.301 2.901
H -0.083 0.742 4.066
N -1.268 0.530 1.134
N -0.200 0.247 3.070
O -0.633 -0.084 -0.938
O -2.074 1.391 3.021
*
```

Relative energy (zero: lowest compared OMol25 entry of this formula, charge and spin): 3.878 eV
E: -493.30436 hartree
LUMO energy: -0.3 eV
Highest occupied orbital energy: -8.824 eV

Here are the Löwdin charges for atoms 1 to 2, given in e: C -0.05; C -0.08

***

One molecule with the formula C6H8N2O2. Source: OMol25; level of theory: wB97M-V/def2-TZVPD.

ORCA input file:
```
! RIJCOSX wB97M-V def2-TZVPD def2/J DEFGRID3
* xyz 0 1
C -1.388 -1.951 1.414
C -1.760 -0.872 0.402
C -0.746 0.027 -0.016
C 1.428 1.728 -0.722
C 1.509 0.225 -1.065
C 0.476 -0.611 -0.760
H -0.482 -3.947 1.264
H -0.505 -1.594 2.080
H -2.174 -2.614 1.892
H -2.123 -1.410 -0.544
H -2.384 -0.370 0.995
H 0.174 2.803 0.208
H 2.279 -0.255 -1.482
H 0.268 -1.584 -0.654
N -0.728 1.175 0.314
N 0.248 1.984 0.056
O -0.792 -3.049 0.651
O 2.191 2.497 -0.884
*
```

Relative energy (zero: lowest compared OMol25 entry of this formula, charge and spin): 5.973 eV
E: -493.22737 hartree
LUMO energy: 0.5 eV
Highest occupied orbital energy: -9.114 eV

Here are the Löwdin charges for atoms 1 to 2, given in e: C -0.22; C -0.15

***

A 2-piece molecular cluster, C6H8N2O2 overall. Source: OMol25; level of theory: wB97M-V/def2-TZVPD.

ORCA input file:
```
! RIJCOSX wB97M-V def2-TZVPD def2/J DEFGRID3
* xyz 0 1
C -1.971 0.239 -0.052
C -2.669 1.068 -0.792
C 0.841 -1.094 -0.827
C 0.276 0.123 -0.667
C 0.788 1.007 0.209
C 1.904 -0.872 1.316
H -1.013 0.348 0.012
H -2.408 -0.575 0.434
H -2.206 1.708 -1.468
H -3.749 1.000 -1.076
H 1.521 -2.649 0.253
H -0.590 0.575 -1.309
H 0.313 1.931 0.478
H 2.364 1.217 1.739
N 1.358 -1.676 0.339
N 1.568 0.450 1.163
O 0.857 -1.710 -1.877
O 2.815 -1.089 2.125
*
```

Relative energy (zero: lowest compared OMol25 entry of this formula, charge and spin): 5.292 eV
E: -493.25240 hartree
LUMO energy: 0.0 eV
Highest occupied orbital energy: -8.841 eV

Here are the Löwdin charges for atoms 1 to 2, given in e: C -0.06; C -0.02

***

C6H8N2O2 as an isolated structure. Source: OMol25; level of theory: wB97M-V/def2-TZVPD.

ORCA input file:
```
! RIJCOSX wB97M-V def2-TZVPD def2/J DEFGRID3
* xyz 0 1
O 1.349 -2.428 -0.140
C 0.693 -1.410 -0.285
C -0.593 -1.218 0.507
C -1.220 0.155 0.417
C -0.510 1.289 0.574
C 0.988 1.330 0.626
N 1.633 0.287 -0.151
C -2.628 0.241 0.114
N -3.762 0.285 -0.116
H -1.278 -2.006 0.166
H -0.345 -1.433 1.556
H -1.015 2.251 0.468
H 1.322 2.330 0.309
H 1.278 1.212 1.685
H 2.640 0.231 -0.007
H 1.267 0.276 -1.547
O 0.530 -0.890 -2.052
H -0.351 -0.503 -2.123
*
```

Relative energy (zero: lowest compared OMol25 entry of this formula, charge and spin): 4.195 eV
E: -493.29269 hartree
LUMO energy: 0.0 eV
Highest occupied orbital energy: -9.883 eV

Here are the Löwdin charges for atoms 1 to 2, given in e: O 0.06; C -0.36

***

One molecule with the formula C6H8N2O2. Source: OMol25; level of theory: wB97M-V/def2-TZVPD.

ORCA input file:
```
! RIJCOSX wB97M-V def2-TZVPD def2/J DEFGRID3
* xyz 0 1
O -6.915 2.012 0.183
C -5.797 2.054 0.638
C -5.360 2.924 1.808
C -3.984 2.424 2.162
N -3.929 0.995 2.428
C -3.521 1.458 1.112
C -4.606 1.286 0.069
C -2.080 1.360 0.760
N -1.157 1.069 1.571
H -5.325 3.969 1.461
H -6.086 2.861 2.629
H -3.267 3.081 2.657
H -3.093 0.756 2.962
H -4.873 0.237 -0.114
H -4.357 1.737 -0.905
O -1.642 2.058 -0.397
H -2.358 2.553 -0.813
H -0.258 1.429 1.090
*
```

Relative energy (zero: lowest compared OMol25 entry of this formula, charge and spin): 1.662 eV
E: -493.38578 hartree
LUMO energy: 0.4 eV
Highest occupied orbital energy: -9.960 eV

Here are the Löwdin charges for atoms 1 to 2, given in e: O 0.10; C -0.37

***

A 2-piece molecular cluster, C6H8N2O2 overall. Source: OMol25; level of theory: wB97M-V/def2-TZVPD.

ORCA input file:
```
! RIJCOSX wB97M-V def2-TZVPD def2/J DEFGRID3
* xyz 0 1
C 1.871 -0.022 -0.488
C 1.619 0.006 0.944
C 0.702 -0.842 1.591
C -0.133 -1.634 -0.513
C -1.842 1.110 -0.314
C -0.995 2.226 -0.431
H 0.755 -1.105 -2.247
H 2.319 0.439 1.696
H 0.570 -0.918 2.660
H -1.262 -1.906 1.136
H -1.970 0.228 -0.963
H -2.859 1.282 0.344
H 0.001 2.070 -0.937
H -1.250 3.180 0.173
N 0.828 -0.863 -1.184
N -0.325 -1.436 0.831
O 2.786 0.592 -1.058
O -0.813 -2.405 -1.238
*
```

Relative energy (zero: lowest compared OMol25 entry of this formula, charge and spin): 2.338 eV
E: -493.36097 hartree
LUMO energy: 0.0 eV
Highest occupied orbital energy: -9.579 eV

Here are the Löwdin charges for atoms 1 to 2, given in e: C -0.41; C -0.01

***

C6H8N2O2 as an isolated structure. Source: OMol25; level of theory: wB97M-V/def2-TZVPD.

ORCA input file:
```
! RIJCOSX wB97M-V def2-TZVPD def2/J DEFGRID3
* xyz 0 1
C 1.588 0.182 -0.301
C 1.545 0.003 1.076
C 0.410 -0.612 1.614
C -0.582 -1.203 -0.356
C -2.243 1.578 -0.011
C -1.071 2.164 0.028
H 0.687 -0.706 -1.917
H 2.227 0.763 1.655
H 0.227 -0.648 2.743
H -1.416 -1.667 1.471
H -2.394 1.027 -0.802
H -3.172 2.084 0.542
H 0.202 1.782 -0.276
H -1.251 3.013 0.811
N 0.557 -0.634 -0.877
N -0.547 -1.244 0.989
O 2.217 1.068 -0.998
O -1.349 -1.714 -1.166
*
```

Relative energy (zero: lowest compared OMol25 entry of this formula, charge and spin): 3.869 eV
E: -493.30470 hartree
LUMO energy: 0.0 eV
Highest occupied orbital energy: -9.663 eV

Here are the Löwdin charges for atoms 1 to 2, given in e: C -0.49; C -0.03

***

A 2-piece molecular cluster, C6H8N2O2 overall. Source: OMol25; level of theory: wB97M-V/def2-TZVPD.

ORCA input file:
```
! RIJCOSX wB97M-V def2-TZVPD def2/J DEFGRID3
* xyz 0 1
C -4.985 0.725 -0.034
C -4.143 -0.238 0.375
C 1.273 -0.972 -0.488
C 2.305 -1.498 0.167
C 3.248 -0.678 0.659
C 2.125 1.386 -0.349
H -5.279 0.770 -1.105
H -4.934 1.562 0.742
H -3.819 -1.080 -0.260
H -3.852 -0.286 1.332
H 0.352 0.833 -1.200
H 2.328 -2.643 0.295
H 4.366 -1.032 0.925
H 3.980 1.074 0.646
N 1.153 0.504 -0.509
N 3.244 0.591 0.199
O 0.484 -1.634 -1.058
O 2.155 2.617 -0.338
*
```

Relative energy (zero: lowest compared OMol25 entry of this formula, charge and spin): 2.745 eV
E: -493.34599 hartree
LUMO energy: 0.2 eV
Highest occupied orbital energy: -9.427 eV

Here are the Löwdin charges for atoms 1 to 2, given in e: C -0.08; C -0.09

***

One molecule with the formula C6H8N2O2S. Source: OMol25; level of theory: wB97M-V/def2-TZVPD.

ORCA input file:
```
! RIJCOSX wB97M-V def2-TZVPD def2/J DEFGRID3
* xyz 0 1
C -3.018 0.488 -0.123
C -2.261 -0.635 0.620
C 0.261 -1.045 -0.236
C 2.663 -1.325 0.038
C 2.823 0.124 0.018
C 1.777 0.871 -0.167
H -2.299 1.185 -0.640
H -3.729 -0.109 -0.827
H -3.692 0.947 0.517
H -2.923 -1.146 0.965
H -1.883 -0.162 1.402
H 4.048 0.423 0.112
H 2.711 2.575 -0.246
H -0.359 1.049 -0.444
N 1.324 -1.897 -0.169
N 0.539 0.257 -0.277
O 3.560 -2.150 0.073
O 1.726 2.217 -0.172
S -1.268 -1.669 -0.444
*
```

Relative energy (zero: lowest compared OMol25 entry of this formula, charge and spin): 4.023 eV
E: -891.49265 hartree
LUMO energy: 0.2 eV
Highest occupied orbital energy: -8.967 eV

Here are the Löwdin charges for atoms 1 to 2, given in e: C -0.12; C -0.50

***

One molecule with the formula C6H8N2O3. Source: OMol25; level of theory: wB97M-V/def2-TZVPD.

ORCA input file:
```
! RIJCOSX wB97M-V def2-TZVPD def2/J DEFGRID3
* xyz 0 1
C 0.158 0.495 -2.418
C -0.387 1.168 0.938
C 1.541 0.084 -0.343
C -0.786 -0.888 -0.738
C 0.799 0.304 0.959
C -0.546 -0.320 0.889
N 0.482 -0.250 -1.365
N -1.021 -1.197 1.904
O -0.827 0.398 -3.071
O -0.779 -0.838 3.019
O -1.704 -2.193 1.633
H 0.877 1.279 -2.490
H -0.605 1.726 1.801
H -0.701 1.852 0.145
H 2.057 0.980 -0.456
H 2.294 -0.725 -0.358
H -0.698 -1.948 -0.709
H -1.585 -0.367 -1.147
H 1.433 0.441 1.807
*
```

Relative energy (zero: lowest compared OMol25 entry of this formula, charge and spin): 5.456 eV
E: -568.49289 hartree
LUMO energy: 0.0 eV
Highest occupied orbital energy: -10.108 eV

Here are the Löwdin charges for atoms 1 to 2, given in e: C -0.41; C -0.01

***

A 2-piece molecular cluster, C6H8N2O3 overall. Source: OMol25; level of theory: wB97M-V/def2-TZVPD.

ORCA input file:
```
! RIJCOSX wB97M-V def2-TZVPD def2/J DEFGRID3
* xyz 0 1
C 1.743 -0.670 0.032
C 0.394 0.196 0.363
C -1.790 -1.063 -1.502
C 2.355 -1.310 -1.346
C -1.349 1.588 0.195
C -1.178 1.186 1.684
N -0.264 0.870 -0.560
N -0.040 0.223 1.584
O -2.728 -0.426 -1.734
O 2.380 -0.803 1.071
O -1.003 -1.826 -1.171
H 2.745 -2.312 -1.298
H 3.121 -0.667 -1.845
H -2.212 1.230 -0.298
H -1.288 2.628 0.075
H -0.841 1.874 2.389
H -2.032 0.640 2.046
H 1.526 -1.299 -2.043
H 0.464 -0.060 2.359
*
```

Relative energy (zero: lowest compared OMol25 entry of this formula, charge and spin): 1.430 eV
E: -568.64083 hartree
LUMO energy: 0.6 eV
Highest occupied orbital energy: -8.635 eV

Here are the Löwdin charges for atoms 1 to 2, given in e: C -0.21; C -0.35